Density functional theory data (ωB97M-V with the def2-TZVPD basis set) for 11 unconnected molecules or ions with the total composition C52H116N4O7.

Maximum force   3.6 eV/Å
Calculated total energy   -76087.4231 eV
HOMO energy (spin up / spin down)   0.873 / -6.175 eV
Multiplicity   2
⟨S²⟩   0.751
HOMO-LUMO gap (spin up / spin down)   1.35 / 8.34 eV
Total charge   -1

Geometry as XYZ:
```
179
Properties=species:S:1:pos:R:3:forces:R:3
C 5.61620 -5.36668 -19.01489 -0.2 -0.2 -0.1
C 7.12033 -5.40772 -19.13619 1.3 0.6 -0.6
C 7.67735 -6.18945 -17.90656 -1.6 0.4 -1.3
O 6.48532 -6.64545 -17.27868 -0.9 -0.7 1.0
C 5.36859 -6.66057 -18.22054 0.7 1.1 -0.4
H 5.02402 -5.28892 -19.92669 0.5 -0.6 -0.5
H 5.32645 -4.41828 -18.56248 -0.2 -0.4 1.1
H 7.58605 -4.42226 -19.12879 -0.1 0.1 -0.3
H 7.38609 -5.89870 -20.07236 0.2 -0.1 0.0
H 8.26874 -5.56855 -17.23362 -0.3 0.0 0.2
H 8.32728 -6.98777 -18.26486 -0.1 -0.5 0.2
H 4.33515 -6.68533 -17.87491 0.5 0.1 1.3
H 5.43610 -7.59006 -18.78585 0.2 0.1 -0.7
C 3.88081 -4.65266 -13.38193 0.0 -0.2 1.7
C 4.11065 -3.17726 -12.95911 -0.6 -1.1 1.1
C 4.40940 -2.61267 -14.28956 -0.9 1.8 -0.9
O 4.97217 -3.61253 -15.08185 1.2 0.5 -1.1
C 4.98118 -4.83248 -14.39027 -1.7 -0.3 -0.4
H 2.85214 -4.79054 -13.71496 0.1 0.2 -0.8
H 3.93606 -5.43885 -12.62897 0.3 0.3 0.6
H 4.93353 -3.03193 -12.25923 0.1 -0.3 0.0
H 3.21460 -2.75934 -12.50029 0.0 0.1 0.0
H 4.96977 -1.67775 -14.29021 0.8 -0.2 0.2
H 3.48542 -2.27712 -14.76050 -0.5 -0.2 -0.2
H 5.93136 -5.02006 -13.89020 0.1 -0.3 -0.2
H 4.64414 -5.57900 -15.10946 0.9 -0.4 0.0
C -2.24854 -10.26636 -13.76100 0.1 1.8 -0.8
C -2.51311 -11.60417 -13.17173 -0.7 -1.8 0.4
C -1.24010 -12.33772 -13.49068 -0.6 -0.5 -0.7
O -0.25014 -11.37461 -13.44486 2.7 -1.0 -0.9
C -0.75886 -10.06213 -13.48353 -1.3 -0.8 2.3
H -2.79564 -9.42007 -13.34556 -0.3 -0.1 0.1
H -2.40779 -10.23146 -14.83874 -0.2 -0.3 -0.1
H -3.31069 -12.21991 -13.58747 -0.4 0.5 -0.4
H -2.68827 -11.69579 -12.09981 0.1 0.9 0.2
H -1.30817 -12.76195 -14.49242 0.0 -0.1 -0.5
H -1.09113 -13.20655 -12.84955 0.5 0.2 0.5
H -0.16637 -9.33762 -14.04223 -0.1 -0.3 -0.3
H -0.72203 -9.87937 -12.40960 0.2 1.5 0.1
C 2.63499 -9.51545 -22.34333 0.0 1.0 0.1
C 3.96399 -9.44562 -23.09002 -0.3 -2.2 -0.6
C 4.48361 -8.08565 -22.93219 -2.3 0.6 0.6
O 4.07335 -7.80157 -21.56262 3.1 1.5 -0.4
C 2.93958 -8.50680 -21.16645 -0.1 -1.5 -0.9
H 2.27201 -10.49780 -22.04109 0.4 0.1 0.2
H 1.85962 -9.12077 -22.99993 -0.2 0.2 0.1
H 3.94743 -9.73719 -24.14017 -0.4 -0.1 -0.1
H 4.68279 -10.11699 -22.62023 0.1 -0.2 0.1
H 3.89791 -7.34807 -23.48086 0.3 0.0 -0.8
H 5.50558 -8.12241 -23.30945 0.5 0.9 1.3
H 2.14621 -7.77869 -20.99757 -0.2 -0.4 0.3
H 3.27677 -9.04121 -20.27830 -0.8 0.0 0.4
C 6.87385 -10.96564 -20.57010 -0.6 1.1 -2.4
C 8.05084 -9.93937 -20.45144 -1.5 -1.4 -1.1
C 8.36201 -10.23737 -19.04322 2.8 0.9 0.3
O 8.34083 -11.65672 -18.94473 0.0 0.1 0.6
C 7.26704 -12.16530 -19.75954 0.5 0.7 0.6
H 6.80522 -11.22230 -21.62722 -0.4 -0.2 -0.1
H 5.91710 -10.51085 -20.31342 0.0 0.0 0.3
H 7.87989 -8.93254 -20.83246 -0.6 0.1 0.7
H 8.86956 -10.28990 -21.07987 0.2 -0.3 0.1
H 7.84069 -9.62000 -18.31166 -0.7 -0.6 0.2
H 9.40705 -9.93541 -18.97399 0.3 -0.2 0.9
H 6.50143 -12.53920 -19.07973 -0.3 -0.1 -0.2
H 7.63002 -12.95994 -20.41137 0.2 -0.1 0.3
C 4.05147 -9.65178 -15.40968 3.0 0.1 1.8
C 3.12965 -8.47874 -15.02040 -0.2 -0.4 -1.1
C 2.38773 -8.31873 -16.36927 0.1 -1.0 0.9
O 3.32050 -8.77385 -17.35643 -0.9 1.4 -1.2
C 4.09500 -9.85526 -16.89515 -1.3 0.2 -0.3
H 4.08941 -10.56624 -14.81771 -1.1 -0.1 0.0
H 5.04969 -9.28817 -15.16587 0.3 0.2 0.1
H 3.69592 -7.57084 -14.81266 0.2 -0.1 -0.1
H 2.53311 -8.66747 -14.12785 -0.3 -0.1 -0.3
H 2.00853 -7.31532 -16.56283 0.4 0.0 -0.4
H 1.54115 -9.00532 -16.36569 -0.4 0.0 0.0
H 5.05520 -9.78766 -17.40656 0.3 0.2 0.4
H 3.66741 -10.80195 -17.22539 -0.3 -0.3 0.1
C 0.56838 -11.14290 -17.82553 -0.1 0.7 0.9
C 0.50238 -12.48715 -18.45568 0.4 -1.8 0.7
C 0.90745 -12.23070 -19.93416 -1.1 -0.3 3.2
O 0.39973 -10.92542 -20.04524 -0.1 2.0 -2.5
C -0.14037 -10.33091 -18.85080 0.3 -0.7 -0.1
H 1.60317 -10.80770 -17.75510 0.1 0.1 -0.1
H 0.14504 -11.05524 -16.82493 -0.2 -0.3 0.1
H -0.50615 -12.89469 -18.38576 -0.2 0.1 -0.2
H 1.09818 -13.16740 -17.84711 0.4 -0.4 -0.5
H 0.38013 -12.94655 -20.56471 0.2 0.2 -0.4
H 1.99114 -12.32781 -19.99966 0.1 0.4 -0.5
H -1.22083 -10.47356 -18.83230 -0.2 -0.2 0.0
H 0.01912 -9.25859 -18.73762 0.5 0.0 -0.7
C 7.88007 -5.99431 -11.72773 -1.5 -0.3 1.7
C 6.73306 -6.93654 -11.12473 1.5 0.8 -0.7
N 6.95103 -8.34461 -11.36105 -0.1 0.1 -0.9
C 5.69563 -9.08509 -11.25566 -0.1 -1.6 -0.1
C 5.78560 -10.55724 -11.80983 0.5 0.6 0.5
C 8.10211 -9.00135 -10.67895 -1.6 0.0 -0.9
C 7.84180 -9.29160 -9.21117 1.0 -0.7 0.3
H 7.89855 -5.84170 -12.80683 0.0 -0.5 0.1
H 8.84264 -6.25533 -11.28790 0.1 -0.3 -0.4
H 7.64472 -5.04067 -11.25521 0.1 0.4 -0.2
H 6.62929 -6.71641 -10.06225 0.3 0.2 0.5
H 5.76407 -6.61395 -11.50565 0.1 -0.3 -0.5
H 4.82459 -8.58521 -11.67932 0.5 0.4 -0.9
H 5.31173 -9.12032 -10.23610 0.3 -0.4 0.7
H 4.83090 -11.08277 -11.83128 -0.2 0.3 0.0
H 6.45008 -11.16598 -11.19663 -0.1 0.0 0.4
H 6.25286 -10.64237 -12.79091 -0.2 0.5 -0.3
H 8.23466 -9.91447 -11.25926 -0.2 -0.5 0.4
H 9.08518 -8.57540 -10.87957 -0.4 1.1 0.2
H 8.82600 -9.52120 -8.80283 0.0 0.0 0.5
H 7.39927 -8.51145 -8.59179 0.0 0.3 -0.4
H 7.25586 -10.19933 -9.06695 -0.2 0.1 -0.1
C -1.63394 -2.14280 -19.28619 -0.6 -0.2 0.4
C -1.41077 -3.48942 -18.67208 0.8 -1.5 -1.3
N 0.02924 -3.79353 -18.54646 -1.2 1.5 -1.0
C 0.32826 -5.11782 -18.93354 2.8 -1.2 -0.3
C 1.96512 -5.38701 -18.97621 -2.4 0.1 0.5
C 0.61118 -3.39325 -17.31494 1.3 0.5 0.4
C 0.20912 -4.25772 -16.11807 0.3 0.3 -0.7
H -2.64095 -2.19443 -19.70014 -0.3 0.7 0.2
H -0.97376 -2.07981 -20.15123 0.2 0.5 0.3
H -1.51852 -1.38821 -18.50813 0.0 0.5 -0.6
H -2.03672 -3.80338 -17.83680 0.1 0.7 0.7
H -1.81641 -4.16337 -19.42664 0.3 -0.5 -0.2
H -0.18370 -5.74834 -18.20661 0.2 -1.1 -0.3
H -0.00283 -5.29316 -19.95713 -0.4 -0.1 0.1
H 2.35561 -5.24652 -17.96830 0.2 0.3 -0.2
H 2.23625 -6.40636 -19.25100 -0.4 -0.1 -0.1
H 2.40020 -4.70500 -19.70673 0.1 0.1 0.2
H 0.40730 -2.33356 -17.16140 -0.7 0.0 0.3
H 1.68673 -3.31946 -17.47571 0.3 -0.5 0.2
H -0.87534 -4.23670 -16.22578 -0.1 -0.1 1.3
H 0.68706 -3.88842 -15.21071 -0.7 0.2 0.2
H 0.50935 -5.30358 -16.18237 0.2 0.0 -0.3
C -5.68080 -5.74226 -17.57063 -0.8 -0.9 0.2
C -4.89639 -5.73425 -16.26001 1.0 1.2 -0.5
N -3.97546 -6.84229 -16.01520 -0.1 0.5 0.0
C -2.82945 -6.84061 -16.94974 -0.8 -0.4 -0.3
C -1.73796 -7.79993 -16.57600 -0.5 -0.8 0.5
C -4.72009 -8.09102 -15.91375 -0.1 0.8 1.0
C -5.41750 -8.05935 -14.54279 0.3 -1.3 0.4
H -6.05394 -4.74391 -17.79899 0.4 0.0 -0.4
H -6.57742 -6.34643 -17.43225 -0.4 0.0 0.2
H -5.23234 -6.29593 -18.39551 0.6 0.7 -0.2
H -4.26744 -4.84608 -16.19958 0.2 0.2 -0.4
H -5.63157 -5.48383 -15.49522 0.1 -0.9 0.6
H -3.23361 -7.13616 -17.91794 0.3 0.4 -0.7
H -2.29657 -5.89149 -17.00738 -0.9 0.5 0.1
H -0.81441 -7.58373 -17.11304 0.0 0.1 0.2
H -1.64559 -7.72820 -15.49229 0.6 0.0 0.1
H -2.03206 -8.82350 -16.80820 0.2 -0.2 0.0
H -4.03615 -8.92933 -16.04630 -0.2 -0.1 0.2
H -5.53908 -8.16694 -16.62901 0.2 -0.2 -0.7
H -5.70783 -9.07158 -14.26138 -0.2 -0.2 -0.1
H -6.32645 -7.45999 -14.49089 0.2 0.2 -0.3
H -4.74162 -7.75480 -13.74370 0.1 0.3 -0.2
C 4.45606 -15.78378 -18.09791 -0.1 0.6 -0.8
C 4.33062 -15.49698 -16.62601 -0.5 0.7 1.6
N 4.64709 -14.09158 -16.14804 -1.2 -1.3 -1.8
C 4.10303 -13.60686 -14.84535 -1.3 -1.0 -1.8
C 2.52428 -13.56855 -14.89058 0.7 0.8 0.9
C 6.05846 -13.99865 -16.19728 2.2 2.0 2.1
C 6.60851 -12.52979 -16.07459 0.3 0.5 -1.0
H 4.70169 -16.83427 -18.25360 -0.2 0.0 0.0
H 5.23733 -15.20899 -18.59524 0.2 0.1 0.2
H 3.54291 -15.54187 -18.64172 -0.1 -0.1 0.0
H 3.32966 -15.76753 -16.28990 -0.1 0.2 -0.1
H 4.97736 -16.23122 -16.14569 0.4 0.1 0.6
H 4.39998 -14.23965 -14.00898 0.1 -0.5 0.2
H 4.61825 -12.66397 -14.66206 -0.6 0.2 -0.1
H 2.18362 -13.25938 -13.90242 0.0 -0.3 0.3
H 2.02559 -12.81261 -15.49718 0.7 0.1 -0.6
H 2.04026 -14.51329 -15.13815 0.4 -0.2 0.1
H 6.61893 -14.56989 -16.93731 -0.7 0.2 -0.5
H 6.39889 -14.43214 -15.25692 0.6 -0.6 0.4
H 5.95258 -11.74069 -16.44227 -0.8 -0.3 0.2
H 7.45647 -12.27891 -16.71186 0.4 -0.8 -0.2
H 6.96101 -12.21183 -15.09341 -0.4 -0.4 0.3
```
Positions in Å, forces in eV/Å.

Atom charges from the Löwdin analysis, given in e for atoms 1 to 5:
1 C -0.17
2 C -0.17
3 C -0.19
4 O -0.16
5 C -0.16